13
Properties=species:S:1:pos:R:3:forces:R:3 method="wB97M-V/def2-TZVPD" total_energy_ha=-340.62775 max_force_ha_per_bohr=0.01930 orbital_gap_ev=9.404 spin_multiplicity=1
C -1.684 -0.918 0.425 -0.1 0.1 0.0
C -0.370 -0.353 -0.070 -0.4 0.3 -0.2
N 0.388 -1.145 -1.105 0.1 0.1 -0.1
C -0.021 0.002 -1.436 -0.5 -0.8 -0.3
C 1.224 1.205 0.019 0.2 -0.1 0.4
O 2.470 1.334 0.458 0.0 0.6 0.3
N 0.463 0.432 0.816 0.3 0.1 -0.3
H -1.816 -1.940 0.052 0.1 0.3 0.0
H -2.527 -0.315 0.075 0.0 -0.1 0.1
H -1.736 -0.959 1.520 0.1 0.1 -0.2
H -0.007 0.665 -2.295 -0.3 -0.3 0.1
H 2.884 1.901 -0.204 0.2 0.0 0.3
H 0.743 0.102 1.739 0.2 -0.2 -0.3

=====

13
Properties=species:S:1:pos:R:3:forces:R:3 method="wB97M-V/def2-TZVPD" total_energy_ha=-340.66954 max_force_ha_per_bohr=0.16185 orbital_gap_ev=8.846 spin_multiplicity=1
H 3.131 -1.349 0.029 -0.1 -1.8 0.0
N 2.925 -0.403 0.020 2.6 2.3 0.3
C 1.830 0.095 0.033 -8.2 1.0 -1.1
N 0.446 -0.541 -0.056 4.6 -6.7 -1.4
C -0.579 0.262 -0.218 -1.8 0.6 1.5
C -1.891 -0.337 0.120 -3.8 -0.4 -3.2
C -0.092 1.480 -0.151 1.0 4.6 2.0
O 1.336 1.438 0.011 1.3 -1.0 -0.1
H 0.319 -1.562 -0.489 0.9 3.0 1.5
H -1.996 -0.807 1.098 0.5 0.5 0.1
H -2.741 0.444 -0.067 1.5 -1.4 0.6
H -2.240 -1.255 -0.628 1.2 2.3 1.5
H -0.448 2.535 0.298 0.4 -2.9 -1.7

=====

13
Properties=species:S:1:pos:R:3:forces:R:3 method="wB97M-V/def2-TZVPD" total_energy_ha=-340.70573 max_force_ha_per_bohr=0.06081 orbital_gap_ev=9.512 spin_multiplicity=1
N 1.513 -1.106 -0.891 0.0 0.2 0.1
C 0.442 -0.581 -0.219 0.1 0.1 0.3
C -0.389 0.563 -0.767 0.3 0.6 0.2
N -1.681 0.345 -0.075 -0.3 0.1 0.2
C -0.985 0.282 1.175 0.2 0.7 0.4
O -0.870 1.298 1.839 -0.9 -0.9 1.1
C 0.017 -0.790 1.045 0.2 0.0 0.1
H 1.826 -0.628 -1.722 -0.1 0.0 0.1
H 2.267 -1.459 -0.320 -0.1 -0.1 -0.1
H -0.469 0.613 -1.867 0.2 0.4 0.6
H -2.166 1.240 -0.071 -0.1 -0.1 0.1
H -0.052 1.473 -0.072 0.5 -0.8 -3.0
H 0.574 -1.211 1.870 -0.2 -0.2 -0.1

=====

13
Properties=species:S:1:pos:R:3:forces:R:3 method="wB97M-V/def2-TZVPD" total_energy_ha=-340.58577 max_force_ha_per_bohr=0.03896 orbital_gap_ev=8.098 spin_multiplicity=1
N 1.604 -1.533 0.843 0.3 -0.1 -0.3
C 0.714 -0.576 0.276 -0.1 0.0 0.1
C 0.578 -0.054 -0.962 0.2 -0.2 0.2
N -0.516 0.831 -1.084 0.1 -0.2 0.5
C -1.339 0.987 -0.057 0.6 -0.4 -0.2
O -2.182 2.011 -0.362 0.2 -0.3 0.6
C -0.038 -0.221 1.418 -1.4 1.1 -1.0
H 1.567 -2.462 0.462 0.2 0.0 -0.1
H 2.516 -1.201 1.111 0.0 -0.1 -0.2
H 1.169 -0.244 -1.847 0.0 -0.1 0.2
H -0.606 1.422 -1.911 0.0 -0.2 0.3
H -2.833 2.120 0.340 0.1 -0.1 0.0
H -0.634 -1.080 1.771 -0.1 0.5 0.0

=====

13
Properties=species:S:1:pos:R:3:forces:R:3 method="wB97M-V/def2-TZVPD" total_energy_ha=-340.74176 max_force_ha_per_bohr=0.02142 orbital_gap_ev=11.417 smiles="[H]/N=C/OCCC#N" spin_multiplicity=1
H -2.333 1.691 -0.620 0.1 -0.1 0.0
N -1.653 0.937 -0.688 0.0 -0.2 0.4
C -1.807 0.124 0.267 -0.1 0.2 -0.1
O -1.047 -0.974 0.445 0.0 0.1 0.1
C 0.198 -1.002 -0.252 0.1 0.0 -0.1
C 1.152 -0.034 0.471 0.0 0.0 0.1
C 2.196 0.535 -0.380 0.7 0.4 -0.6
N 3.015 1.021 -1.037 -0.8 -0.5 0.6
H -2.526 0.202 1.085 -0.1 -0.1 -0.2
H 0.072 -0.742 -1.305 0.0 0.1 0.2
H 0.548 -2.033 -0.169 0.0 0.2 -0.1
H 0.563 0.804 0.856 0.1 -0.1 -0.1
H 1.619 -0.528 1.328 0.0 0.1 -0.1

=====

13
Properties=species:S:1:pos:R:3:forces:R:3 method="wB97M-V/def2-TZVPD" total_energy_ha=-340.73109 max_force_ha_per_bohr=0.01101 orbital_gap_ev=9.358 smiles=Cc1cc(N)on1 spin_multiplicity=1
C 1.370 -1.391 1.184 0.1 0.0 0.1
C 0.786 -0.252 0.407 0.1 0.1 -0.1
C -0.554 -0.232 -0.038 -0.1 0.0 0.0
C -0.661 0.964 -0.678 0.0 -0.2 0.2
N -1.788 1.502 -1.233 -0.1 0.1 0.0
O 0.488 1.629 -0.648 0.0 -0.2 0.1
N 1.449 0.830 0.069 -0.5 -0.3 0.0
H 2.421 -1.267 1.446 -0.1 0.1 -0.1
H 0.787 -1.533 2.098 0.1 0.1 0.0
H 1.250 -2.318 0.616 0.1 0.1 0.0
H -1.337 -0.959 0.116 0.2 0.0 0.0
H -2.460 0.780 -1.430 -0.2 0.3 -0.1
H -1.751 2.248 -1.908 0.3 -0.1 0.1

=====

Energy above the lowest of the compared OMol25 structures with the same formula, charge and spin values (in eV) by entry order: 4.549 3.411 2.427 5.691 1.446 1.737.